75
Properties=species:S:1:pos:R:3:lowdin_charge:R:1 method="wB97M-V/def2-TZVPD" homo_lumo_gap_ha=0.2776 e_homo_ev=-8.562 lumo_ev=-1.01
C 3.986 0.493 1.011 -0.0246
C 3.956 1.765 -0.046 -0.1732
F 4.137 1.360 -1.441 -0.0836
B 2.487 2.496 0.224 -0.3621
O 2.534 3.615 1.207 0.0061
B 1.402 3.273 2.116 -0.8240
Br 1.586 2.792 4.043 0.7335
O 0.070 3.276 1.454 0.0823
B 0.154 2.073 0.587 -0.5251
P -1.110 0.670 0.906 0.9934
O -2.620 0.925 0.105 -0.3195
O -0.454 -0.907 0.609 -0.3650
O 1.233 2.047 -0.422 0.1675
H 3.462 -0.439 0.521 0.1012
H 3.371 0.853 1.941 0.0843
H 5.106 0.273 1.274 0.1010
H 4.785 2.532 0.225 0.1539
H -2.512 1.633 -0.603 0.0713
H 0.496 -0.983 0.918 0.0593
C -2.968 -2.754 0.931 -0.0704
C -1.942 -3.353 0.203 -0.1009
C -2.050 -4.686 -0.190 0.0074
C -3.196 -5.410 0.149 -0.1445
C -4.224 -4.816 0.885 -0.0013
C -4.105 -3.484 1.275 -0.0608
N -3.326 -6.806 -0.283 -0.3379
O -2.392 -7.300 -0.914 0.0666
O -4.363 -7.401 0.005 0.0669
H -2.883 -1.712 1.230 0.0874
H -1.059 -2.780 -0.061 0.0817
H -1.242 -5.139 -0.757 0.1222
H -5.117 -5.371 1.158 0.1189
H -4.900 -3.011 1.845 0.1106
C 3.168 8.881 -2.388 -0.0725
C 2.899 9.151 -1.048 -0.0664
C 2.831 8.109 -0.126 0.0016
C 3.040 6.796 -0.557 -0.1212
C 3.303 6.520 -1.902 0.0066
C 3.366 7.569 -2.816 -0.0640
N 2.996 5.698 0.413 -0.2276
O 2.742 5.979 1.588 0.1030
O 3.218 4.553 0.000 0.0226
H 3.225 9.698 -3.104 0.1084
H 2.744 10.176 -0.722 0.1091
H 2.620 8.334 0.915 0.1197
H 3.462 5.503 -2.249 0.1232
H 3.572 7.366 -3.863 0.1101
C -2.810 -2.405 -3.694 -0.0608
C -2.460 -1.322 -2.890 -0.0509
C -2.533 -0.026 -3.394 0.0037
C -2.962 0.176 -4.708 -0.1410
C -3.306 -0.907 -5.521 -0.0006
C -3.227 -2.200 -5.008 -0.0629
N -3.064 1.540 -5.236 -0.3372
O -2.734 2.467 -4.496 0.0610
O -3.477 1.681 -6.386 0.0699
H -2.757 -3.415 -3.294 0.1055
H -2.134 -1.489 -1.867 0.0833
H -2.258 0.808 -2.755 0.0993
H -3.636 -0.762 -6.546 0.1195
H -3.495 -3.049 -5.631 0.1096
C -0.659 -4.912 5.263 -0.0664
C 0.691 -5.127 5.538 -0.0647
C 1.666 -4.631 4.675 0.0009
C 1.278 -3.915 3.539 -0.1358
C -0.074 -3.705 3.256 0.0094
C -1.042 -4.207 4.124 -0.0541
N 2.301 -3.369 2.641 -0.3223
O 3.480 -3.591 2.913 0.0828
O 1.923 -2.714 1.668 0.0407
H -1.417 -5.296 5.942 0.1096
H 0.982 -5.678 6.427 0.1095
H 2.714 -4.806 4.903 0.1199
H -0.387 -3.155 2.374 0.0908
H -2.095 -4.046 3.914 0.1062


69
Properties=species:S:1:pos:R:3:nbo_charge:R:1 method="wB97M-V/def2-TZVPD" homo_lumo_gap_ha="0.2540 / 0.2011" s2=3.775 e_above_lowest_kcal_mol=33.2 e_homo_ev="-7.944 / -7.938" lumo_ev="-1.03 / -2.47" spin_multiplicity=4
Tc 0.264 -0.234 0.131 1.4304
C 4.707 -2.473 -0.892 -0.6379
C 4.420 -1.579 0.300 0.2467
C 5.186 -2.039 1.519 -0.6316
O 2.983 -1.718 0.589 -0.7225
B 2.378 -0.654 0.005 0.8864
O 3.216 0.285 -0.523 -0.7593
C 4.560 -0.057 -0.017 0.2531
C 4.771 0.796 1.220 -0.6411
C 5.573 0.274 -1.086 -0.6333
H 4.392 -3.489 -0.655 0.2318
H 5.772 -2.486 -1.124 0.2209
H 4.162 -2.147 -1.780 0.2149
H 5.044 -3.111 1.657 0.2294
H 4.848 -1.530 2.419 0.2248
H 6.255 -1.853 1.390 0.2180
H 4.023 0.586 1.987 0.2220
H 4.685 1.848 0.944 0.2253
H 5.762 0.633 1.644 0.2229
H 5.356 -0.233 -2.024 0.2246
H 6.575 -0.013 -0.758 0.2220
H 5.577 1.349 -1.270 0.2259
Br 1.075 -3.417 3.935 0.1181
C 0.808 -1.732 4.735 -0.0622
C 0.823 -1.675 6.119 -0.2266
C 0.689 -0.454 6.766 -0.1560
C 0.559 0.722 6.043 -0.2168
C 0.555 0.668 4.662 -0.1527
C 0.662 -0.557 3.999 -0.1618
C 0.582 -0.505 2.540 0.7907
O 0.052 -1.409 1.811 -0.6049
O 1.021 0.530 1.900 -0.6464
H 0.942 -2.589 6.684 0.2371
H 0.692 -0.427 7.848 0.2278
H 0.462 1.673 6.549 0.2301
H 0.450 1.570 4.074 0.2395
N 0.690 1.175 -1.430 -0.7816
C -0.559 1.677 -2.020 0.0843
C -1.216 2.728 -1.418 -0.2319
C -2.514 3.016 -1.822 -0.1788
C -3.127 2.262 -2.817 -0.3222
C -2.393 1.271 -3.473 -0.1103
C -1.109 0.971 -3.076 -0.2657
S -4.826 2.517 -3.272 2.4493
O -5.298 3.488 -2.299 -1.0000
O -5.389 1.178 -3.124 -1.0559
O -4.754 2.986 -4.643 -0.9817
H 1.296 0.757 -2.132 0.4251
H 1.248 1.922 -1.017 0.4238
H -0.761 3.256 -0.585 0.2135
H -3.096 3.787 -1.334 0.2584
H -2.877 0.703 -4.258 0.2360
H -0.562 0.150 -3.529 0.2169
O -1.874 0.502 0.308 -0.6783
C -2.134 -0.319 -0.596 0.7832
O -1.096 -1.004 -1.084 -0.6647
C -3.459 -0.494 -1.188 -0.1546
C -4.544 0.153 -0.604 -0.1772
C -5.784 0.087 -1.212 -0.1419
C -5.890 -0.620 -2.389 0.1653
C -4.834 -1.266 -2.993 -0.2082
C -3.599 -1.205 -2.377 -0.1639
N -7.226 -0.699 -3.052 0.5328
O -7.288 -1.308 -4.097 -0.3744
O -8.134 -0.082 -2.543 -0.3597
H -4.402 0.730 0.300 0.2353
H -6.649 0.587 -0.806 0.2611
H -4.983 -1.782 -3.929 0.2524
H -2.739 -1.677 -2.832 0.2245


61
Properties=species:S:1:pos:R:3:nbo_charge:R:1 method="wB97M-V/def2-TZVPD" homo_lumo_gap_ha=0.2040 total_charge=-2 e_above_lowest_kcal_mol=26.0 e_homo_ev=-1.961 lumo_ev=3.59
Ca -2.554 -0.681 0.648 1.7038
S -2.592 4.664 -0.557 -0.9164
Sb -2.935 2.871 0.787 1.4157
S -0.987 1.550 1.362 -1.0737
S -4.201 1.114 -0.463 -1.1597
S -3.937 3.288 2.728 -0.8929
S 2.061 -0.247 2.353 -0.8271
Sb 1.800 1.158 0.625 1.7952
C 0.738 0.476 -0.996 -0.3211
C 0.536 -0.906 -1.075 -0.2742
C -0.463 -1.372 -1.967 -0.2389
C -1.108 -0.489 -2.822 -0.2306
C -0.809 0.864 -2.821 -0.1842
C 0.084 1.330 -1.871 -0.2557
C 1.956 3.243 0.840 -0.2989
C 0.919 4.146 0.582 -0.2312
C 1.076 5.525 0.771 -0.2003
C 2.279 6.015 1.239 -0.2253
C 3.334 5.101 1.509 -0.2146
C 3.191 3.715 1.323 -0.2592
C 3.725 1.063 -0.320 -0.3698
C 3.787 1.265 -1.727 -0.2239
C 5.015 1.432 -2.340 -0.2239
C 6.215 1.458 -1.602 -0.2384
C 6.141 1.218 -0.218 -0.2112
C 4.906 1.022 0.404 -0.2491
H 0.989 -1.623 -0.423 0.2394
H -0.733 -2.432 -1.969 0.2321
H -1.800 -0.916 -3.533 0.2060
H -1.298 1.576 -3.487 0.2228
H 0.101 2.415 -1.739 0.2350
H 0.003 3.780 0.157 0.2600
H 0.214 6.170 0.584 0.2356
H 2.477 7.063 1.362 0.1959
H 4.280 5.555 1.821 0.1904
H 4.055 3.132 1.517 0.2185
H 2.899 1.222 -2.373 0.2225
H 4.959 1.579 -3.383 0.1978
H 7.175 1.630 -2.035 0.1983
H 7.032 1.146 0.415 0.1969
H 4.825 0.844 1.508 0.2350
C -4.681 -4.179 2.591 -0.8813
Te -5.055 -2.127 2.323 0.4460
C -5.933 -2.320 0.418 -0.8883
H -4.517 -4.610 1.624 0.2379
H -5.636 -4.503 3.011 0.2081
H -3.865 -4.270 3.284 0.2325
H -6.786 -3.009 0.422 0.2112
H -5.147 -2.658 -0.193 0.2193
H -6.224 -1.303 0.064 0.2666
C -0.889 -5.630 -0.050 -0.2701
C -0.502 -4.875 1.033 -0.2265
C -1.083 -3.631 1.237 -0.2824
C -2.104 -3.121 0.397 -0.5569
C -2.587 -4.017 -0.575 -0.2906
C -2.000 -5.301 -0.776 -0.2465
H -0.358 -6.518 -0.410 0.1875
H 0.407 -5.217 1.618 0.1941
H -0.698 -3.017 2.047 0.1977
H -3.383 -3.771 -1.253 0.1759
H -2.315 -5.888 -1.627 0.1852


100
Properties=species:S:1:pos:R:3:lowdin_charge:R:1 method="wB97M-V/def2-TZVPD" homo_lumo_gap_ha=0.2828 total_charge=-1 e_homo_ev=-6.719 lumo_ev=0.98
O -1.811 -4.960 -2.115 0.0176
C -1.979 -4.172 -3.189 -0.1941
F -2.992 -4.421 -4.257 -0.0090
N -1.053 -2.949 -3.354 0.1066
C -0.962 -2.309 -1.980 -0.3048
O 0.096 -2.497 -1.147 -0.0014
S -2.366 -1.194 -1.347 0.7089
O -3.638 -2.056 -1.128 -0.4050
O -1.881 -0.566 0.002 -0.3954
N -2.570 0.064 -2.579 -0.3777
S -4.231 0.698 -2.517 0.6765
O -4.659 0.806 -1.023 -0.4285
O -4.351 2.098 -3.229 -0.4358
C -5.315 -0.518 -3.469 -0.2640
C -6.846 -0.652 -2.898 -0.2182
C -7.069 -1.815 -1.765 -0.1684
C -6.575 -3.316 -2.199 -0.2571
O -7.531 -4.078 -3.018 -0.1601
H -1.536 -2.287 -4.030 0.1339
H -5.411 -0.065 -4.569 0.1139
H -4.735 -1.527 -3.587 0.0777
H -7.089 0.386 -2.360 0.1224
H -7.621 -0.703 -3.803 0.1227
H -6.632 -1.439 -0.739 0.1254
H -8.249 -1.891 -1.596 0.1226
H -5.536 -3.366 -2.734 0.0993
H -6.447 -3.930 -1.184 0.1316
H -7.106 -5.003 -3.094 0.1088
C 2.397 0.346 -0.972 -0.0483
C 2.354 0.430 0.564 -0.4204
C 1.364 1.444 1.127 -0.2751
F 1.631 2.706 0.726 0.0727
F 1.414 1.458 2.486 0.0922
F 3.611 0.649 1.033 0.1165
F 1.999 -0.811 1.026 0.1084
O 3.432 1.094 -1.616 0.0313
C 3.145 2.474 -1.835 -0.4735
C 4.056 3.409 -1.031 -0.2481
F 3.978 3.165 0.302 0.0568
F 3.703 4.710 -1.207 0.0931
F 1.827 2.695 -1.610 0.1286
F 3.334 2.685 -3.166 0.1348
H 2.624 -0.698 -1.217 0.1490
H 1.416 0.528 -1.427 0.1480
H 0.337 1.198 0.837 0.1744
H 5.101 3.292 -1.332 0.1775
C 6.692 5.499 4.928 -0.0510
C 6.932 4.274 5.827 -0.4284
C 8.201 3.487 5.520 -0.2942
F 8.211 2.991 4.263 0.0862
F 8.314 2.416 6.351 0.0883
F 5.831 3.476 5.796 0.1288
F 7.018 4.731 7.117 0.0955
O 5.808 5.306 3.821 0.0185
C 6.402 4.736 2.655 -0.4708
C 5.850 3.344 2.323 -0.2785
F 6.019 2.477 3.354 0.0927
F 6.492 2.804 1.254 0.0929
F 7.749 4.754 2.789 0.1165
F 6.118 5.595 1.638 0.1373
H 6.186 6.246 5.552 0.1504
H 7.628 5.984 4.626 0.1440
H 9.094 4.105 5.656 0.1725
H 4.781 3.391 2.096 0.1347
C 1.034 7.780 2.112 -0.0518
C 2.317 7.021 2.492 -0.4203
C 2.250 5.508 2.308 -0.2790
F 1.285 4.937 3.060 0.0938
F 3.420 4.928 2.688 0.0868
F 2.671 7.352 3.763 0.1204
F 3.322 7.501 1.693 0.1011
O 0.150 8.103 3.188 0.0284
C -0.744 7.062 3.581 -0.4757
C -0.476 6.549 5.001 -0.2655
F 0.795 6.092 5.139 0.0865
F -1.296 5.509 5.310 0.0971
F -0.720 6.081 2.648 0.1285
F -1.992 7.604 3.519 0.1354
H 1.355 8.753 1.723 0.1489
H 0.505 7.310 1.274 0.1493
H 2.077 5.244 1.260 0.1661
H -0.630 7.340 5.739 0.1731
C -2.787 -8.506 -2.474 -0.0488
C -4.237 -8.834 -2.079 -0.4268
C -4.443 -10.219 -1.473 -0.2924
F -4.091 -11.211 -2.319 0.0810
F -5.755 -10.421 -1.177 0.0879
F -5.048 -8.635 -3.152 0.1202
F -4.623 -7.903 -1.149 0.1056
O -2.447 -8.704 -3.849 0.0338
C -2.100 -10.040 -4.208 -0.4776
C -3.100 -10.677 -5.182 -0.2651
F -4.359 -10.687 -4.675 0.0855
F -2.777 -11.971 -5.440 0.0899
F -1.918 -10.770 -3.082 0.1186
F -0.876 -9.958 -4.799 0.1342
H -2.660 -7.429 -2.315 0.1310
H -2.057 -8.970 -1.800 0.1487
H -3.874 -10.334 -0.545 0.1747
H -3.124 -10.132 -6.129 0.1749


Copy entry 1 word for word.
75
Properties=species:S:1:pos:R:3:lowdin_charge:R:1 method="wB97M-V/def2-TZVPD" homo_lumo_gap_ha=0.2776 e_homo_ev=-8.562 lumo_ev=-1.01
C 3.986 0.493 1.011 -0.0246
C 3.956 1.765 -0.046 -0.1732
F 4.137 1.360 -1.441 -0.0836
B 2.487 2.496 0.224 -0.3621
O 2.534 3.615 1.207 0.0061
B 1.402 3.273 2.116 -0.8240
Br 1.586 2.792 4.043 0.7335
O 0.070 3.276 1.454 0.0823
B 0.154 2.073 0.587 -0.5251
P -1.110 0.670 0.906 0.9934
O -2.620 0.925 0.105 -0.3195
O -0.454 -0.907 0.609 -0.3650
O 1.233 2.047 -0.422 0.1675
H 3.462 -0.439 0.521 0.1012
H 3.371 0.853 1.941 0.0843
H 5.106 0.273 1.274 0.1010
H 4.785 2.532 0.225 0.1539
H -2.512 1.633 -0.603 0.0713
H 0.496 -0.983 0.918 0.0593
C -2.968 -2.754 0.931 -0.0704
C -1.942 -3.353 0.203 -0.1009
C -2.050 -4.686 -0.190 0.0074
C -3.196 -5.410 0.149 -0.1445
C -4.224 -4.816 0.885 -0.0013
C -4.105 -3.484 1.275 -0.0608
N -3.326 -6.806 -0.283 -0.3379
O -2.392 -7.300 -0.914 0.0666
O -4.363 -7.401 0.005 0.0669
H -2.883 -1.712 1.230 0.0874
H -1.059 -2.780 -0.061 0.0817
H -1.242 -5.139 -0.757 0.1222
H -5.117 -5.371 1.158 0.1189
H -4.900 -3.011 1.845 0.1106
C 3.168 8.881 -2.388 -0.0725
C 2.899 9.151 -1.048 -0.0664
C 2.831 8.109 -0.126 0.0016
C 3.040 6.796 -0.557 -0.1212
C 3.303 6.520 -1.902 0.0066
C 3.366 7.569 -2.816 -0.0640
N 2.996 5.698 0.413 -0.2276
O 2.742 5.979 1.588 0.1030
O 3.218 4.553 0.000 0.0226
H 3.225 9.698 -3.104 0.1084
H 2.744 10.176 -0.722 0.1091
H 2.620 8.334 0.915 0.1197
H 3.462 5.503 -2.249 0.1232
H 3.572 7.366 -3.863 0.1101
C -2.810 -2.405 -3.694 -0.0608
C -2.460 -1.322 -2.890 -0.0509
C -2.533 -0.026 -3.394 0.0037
C -2.962 0.176 -4.708 -0.1410
C -3.306 -0.907 -5.521 -0.0006
C -3.227 -2.200 -5.008 -0.0629
N -3.064 1.540 -5.236 -0.3372
O -2.734 2.467 -4.496 0.0610
O -3.477 1.681 -6.386 0.0699
H -2.757 -3.415 -3.294 0.1055
H -2.134 -1.489 -1.867 0.0833
H -2.258 0.808 -2.755 0.0993
H -3.636 -0.762 -6.546 0.1195
H -3.495 -3.049 -5.631 0.1096
C -0.659 -4.912 5.263 -0.0664
C 0.691 -5.127 5.538 -0.0647
C 1.666 -4.631 4.675 0.0009
C 1.278 -3.915 3.539 -0.1358
C -0.074 -3.705 3.256 0.0094
C -1.042 -4.207 4.124 -0.0541
N 2.301 -3.369 2.641 -0.3223
O 3.480 -3.591 2.913 0.0828
O 1.923 -2.714 1.668 0.0407
H -1.417 -5.296 5.942 0.1096
H 0.982 -5.678 6.427 0.1095
H 2.714 -4.806 4.903 0.1199
H -0.387 -3.155 2.374 0.0908
H -2.095 -4.046 3.914 0.1062